Entry 1:
Here is an isolated molecule of C9H11NO at a distorted geometry from the OMol25 dataset. Energies are from wB97M-V/def2-TZVPD.

XYZ file:
```
22
Properties=species:S:1:pos:R:3:forces:R:3:mulliken_charge:R:1
H -0.612842 0.752739 2.456124 -2.68 1.24 0.04 0.218
H -1.931403 1.379132 0.451713 -0.27 -0.38 -0.87 0.320
C 1.879189 0.817415 -1.624831 -0.20 -1.16 1.23 -0.399
H 0.824395 0.422572 3.365495 2.26 1.41 2.89 0.318
C -0.532751 0.573120 -0.973894 -1.08 2.92 0.16 0.767
C -1.354494 1.736532 -0.431015 0.50 -1.72 3.49 -1.507
N 2.570019 0.161182 -0.518445 -0.20 -0.58 2.43 -0.659
H 1.008857 -1.935696 2.568256 0.44 -0.17 0.76 0.265
C 0.586551 0.853483 -1.636151 -0.37 -0.82 -0.61 -0.319
O -1.375061 -0.472728 -0.987965 -0.12 0.39 -0.32 -0.297
H -0.938265 2.556192 0.084604 1.99 0.91 0.10 0.441
H 2.697606 1.105399 -2.187847 0.44 1.08 -2.14 0.499
C 0.840360 -0.163690 1.292161 2.36 -1.03 -0.23 0.443
H -0.802721 -1.254521 -2.934700 -0.77 0.01 2.04 0.291
H -0.629284 -1.691178 1.783402 0.73 0.24 0.73 0.163
H -0.010215 -2.044433 -1.450574 -1.56 1.60 -0.63 0.236
H -1.667136 -2.366335 -1.686668 -0.63 0.71 -0.30 0.339
H -1.987640 2.208962 -1.080127 -1.78 0.48 -2.19 0.405
C 0.224680 0.199618 2.601915 1.31 -2.10 -2.38 -0.822
C 1.933282 -0.109967 0.501448 -1.57 1.00 0.17 0.501
C 0.294427 -1.234222 2.217382 -2.38 -0.22 -2.79 -0.508
C -1.017555 -1.493574 -1.810284 3.58 -3.81 -1.59 -0.694
```
Positions in Å, forces in eV/Å.

total charge: 0
max |F|: 0.10625 hartree/bohr
HOMO energy: -8.589 eV
E_LUMO: 0.76 eV

=====

Entry 2:
Here is an isolated molecule of C9H11NO2 at a distorted geometry from the OMol25 dataset. Energies are from wB97M-V/def2-TZVPD.

XYZ file:
```
23
Properties=species:S:1:pos:R:3:forces:R:3:mulliken_charge:R:1
O -0.096979 1.854369 -0.171727 1.91 1.85 -0.19 -0.428
H 1.988337 0.310705 -1.546355 0.47 -0.35 -0.17 0.336
C -3.252664 0.033345 -0.372651 -1.07 -0.46 -0.15 -0.446
H 3.539712 0.232493 -0.536426 -0.24 0.67 -0.29 0.343
C 1.108400 1.699206 0.605770 0.78 0.95 0.71 -0.567
C 1.662997 0.295342 0.612842 1.36 0.37 -0.99 0.140
H 2.497240 0.137949 1.337005 -1.12 0.54 0.50 0.258
H -2.327701 1.861462 -1.226348 -1.20 0.84 -0.44 0.441
H 1.838563 2.422336 0.092993 -1.08 -0.79 1.35 0.310
O 2.548386 -1.504784 -0.612811 0.39 -1.36 -1.18 -0.549
C -0.992927 0.907536 -0.080994 -2.74 -1.63 -0.52 0.196
H -4.317324 0.099800 -0.570581 0.20 0.87 -0.54 0.332
N 0.567454 -0.589871 0.890105 3.35 -1.13 0.50 -0.384
C -1.552559 -1.357411 0.337363 -1.96 -0.89 1.18 -0.343
H -1.111682 -2.247849 0.657384 0.23 -1.64 0.48 0.387
C 2.507957 -0.106709 -0.668348 -1.20 0.81 0.56 -0.698
H 3.004291 -1.883406 -1.396808 -0.51 0.48 0.84 0.314
C -2.920938 -1.196155 0.166906 0.11 -1.02 -0.35 -0.618
H 0.881106 1.858061 1.728475 0.30 0.63 -1.82 0.279
C -2.272971 0.983968 -0.633744 0.69 1.00 0.65 -0.822
H 1.087330 -1.455317 0.639829 -2.08 -0.23 0.36 0.379
H -3.687932 -2.038225 0.339032 1.43 1.55 -0.38 0.294
C -0.698085 -0.316843 0.409084 1.97 -1.07 -0.13 0.845
```
Positions in Å, forces in eV/Å.

total charge: 0
SMILES string: OC[C@H]1COc2ccccc2N1
max |F|: 0.06945 hartree/bohr
HOMO energy: -7.552 eV
E_LUMO: 0.59 eV

=====

Entry 3:
Here is an isolated molecule of C9H11NO2S at a distorted geometry from the OMol25 dataset. Energies are from wB97M-V/def2-TZVPD.

XYZ file:
```
24
Properties=species:S:1:pos:R:3:forces:R:3:mulliken_charge:R:1
C -3.464910 0.129708 -0.622407 0.07 1.24 0.18 -0.251
C -1.701486 -1.470462 -0.699130 -0.82 -2.51 -2.32 -0.054
C -2.767222 0.847718 0.352579 0.31 -1.87 0.64 -0.866
C 2.150603 1.979023 -1.069336 -0.87 -2.58 -1.72 -0.886
C -1.027394 -0.894443 0.338788 0.86 0.76 -0.60 0.302
H -1.305777 -2.383664 -1.228695 -0.13 1.06 0.85 0.286
C -1.638669 0.220475 0.876410 -0.42 1.11 -0.75 -0.190
H 3.326557 -0.175240 1.648313 2.34 1.96 0.03 0.254
N 2.527421 -0.693742 1.708272 -3.01 1.53 -0.76 -0.368
C 0.381012 -1.288124 0.592037 -0.37 4.24 2.07 -0.228
O 3.739152 0.049929 -0.577298 2.62 -0.62 -0.18 -0.527
C 1.446394 -0.243077 0.965581 -2.79 -2.71 3.16 -0.153
S 2.315071 0.019736 -0.881902 0.17 3.13 -2.47 0.531
H -1.135369 0.680730 1.650184 0.93 1.09 1.80 0.623
H 2.763594 -1.604654 1.908694 -0.44 -2.77 -0.07 0.191
H 1.304706 2.165075 -1.737724 0.26 0.13 -0.07 0.319
H 1.192550 0.789887 1.170098 0.04 0.20 -0.24 0.495
H -3.482374 -1.640438 -1.852063 -0.20 0.09 -0.53 0.384
H -3.172963 1.716727 0.857269 0.00 0.02 -0.29 0.371
O 0.810107 -2.387120 0.393168 1.48 -3.69 -0.86 -0.637
H 1.947784 2.466130 -0.154404 0.22 0.33 1.18 0.317
H -4.385978 0.560598 -0.920468 -0.89 0.01 -0.56 0.386
C -2.940007 -1.011777 -1.176303 0.91 -0.41 1.24 -0.648
H 3.117189 2.166994 -1.541654 -0.28 0.25 0.27 0.348
```
Positions in Å, forces in eV/Å.

2S+1: 3
total charge: 0
max |F|: 0.09747 hartree/bohr
HOMO energy (spin up / spin down): -5.148 / -9.100 eV
⟨S²⟩: 2.017
E_LUMO (spin up / spin down): 0.57 / -2.89 eV

=====

Entry 4:
Here is an isolated molecule of C9H11NO4 at a distorted geometry from the OMol25 dataset. Energies are from wB97M-V/def2-TZVPD.

XYZ file:
```
25
Properties=species:S:1:pos:R:3:forces:R:3:mulliken_charge:R:1
O -1.061658 -1.316294 -2.200307 -0.38 -0.40 -0.11 -0.570
H 2.019156 1.182872 -0.031263 1.66 -0.15 -0.09 0.377
H 1.235653 2.211317 2.072314 -0.90 -0.18 -1.49 0.329
C -0.221636 -0.553717 1.349947 -0.17 1.77 0.73 0.560
H 0.471759 -3.181318 -1.082097 -0.56 0.28 0.84 0.284
H -0.216536 -3.949377 1.476143 -0.03 0.55 -0.78 0.326
O 1.161304 2.305125 -2.363612 -0.67 -0.16 -0.45 -0.543
H 0.051818 -2.103911 2.903434 0.26 -0.10 2.24 0.522
H 1.462332 3.532453 -0.855646 -0.06 0.54 0.43 0.392
H -1.235798 -3.449877 -0.827442 0.13 -0.38 0.03 0.329
C -0.295813 -2.942042 1.017115 0.57 0.91 2.26 -0.299
C 1.010850 1.461583 -0.066957 -2.05 2.17 -0.21 0.092
O 0.363237 0.353797 -0.685151 0.54 0.10 -1.41 -0.413
H -2.197101 0.791139 -1.027308 1.36 -0.95 2.65 0.412
C -0.409315 -2.817738 -0.483816 -0.20 -1.30 -0.11 -0.682
H -0.387593 2.229779 1.348924 -2.19 1.32 0.04 0.373
C -0.762418 -0.281921 -0.133246 2.37 0.30 2.41 1.133
C 0.785285 2.731463 -1.089131 -1.64 -2.10 1.70 -0.583
H 0.635255 1.509311 -2.559683 0.32 0.24 0.05 0.371
C -0.810032 -1.514466 -1.039459 -0.02 1.53 -0.17 0.269
O -1.824051 0.568668 -0.072682 -2.28 0.66 -2.50 -0.595
N 0.323448 0.424879 2.005801 -1.12 -2.70 -0.27 -0.662
C 0.487245 1.690982 1.377602 3.21 -0.44 0.15 -0.681
C -0.209491 -1.905401 1.931009 -0.62 -1.15 -5.49 -0.932
H -0.375901 3.022696 -0.964489 2.49 -0.37 -0.45 0.191
```
Positions in Å, forces in eV/Å.

total charge: 0
SMILES string: O=C1CC=CC2=NC[C@H](CO)O[C@@]12O
max |F|: 0.10965 hartree/bohr
HOMO energy: -9.186 eV
E_LUMO: 0.26 eV

=====

Entry 5:
Here is a cluster of 2 separate species, C9H11O2 in total at a distorted geometry from the OMol25 dataset. Energies are from wB97M-V/def2-TZVPD.

XYZ file:
```
22
Properties=species:S:1:pos:R:3:forces:R:3:mulliken_charge:R:1
H 0.639847 -2.952773 2.084697 -0.14 0.25 0.33 0.268
H -1.598092 -2.127415 1.554598 -0.10 -0.21 -0.22 0.353
H 4.080238 -0.676130 1.029953 0.01 -0.18 -0.26 0.307
H -3.063679 1.890815 -3.326961 -0.50 0.32 0.43 0.273
H 3.002606 -2.538678 2.295451 0.45 -0.45 -0.51 0.309
H -1.640727 -0.447381 1.982211 0.02 0.16 -0.19 0.257
H -2.645553 3.404053 -2.366164 -0.36 -0.14 -0.05 0.199
H 2.558106 1.050719 -0.030046 0.35 -0.22 -0.11 0.369
C -2.293818 2.475035 -2.815386 0.14 -0.35 -0.78 -1.012
C -1.635527 1.586785 -1.753515 0.60 -0.01 0.08 0.684
C 2.447571 -1.930297 1.595298 -0.83 0.24 0.85 -0.536
C 0.220871 -1.076007 1.120038 -0.21 0.27 0.12 0.524
O -2.392469 0.937344 -1.001857 -0.26 0.01 -0.01 -0.723
C 0.807084 0.031876 0.504431 0.38 0.14 -0.44 -0.005
C 2.188169 0.135402 0.417818 -0.38 -0.14 0.02 -0.584
H -1.607686 2.724399 -3.625657 0.37 0.17 0.26 0.312
H 0.237504 0.797637 -0.037076 -0.20 -0.35 0.38 0.345
H -1.710786 -0.851081 0.259640 -0.28 0.02 0.09 0.287
O -0.377929 1.598024 -1.729020 -0.10 0.19 -0.14 -0.774
C 1.053384 -2.031593 1.680068 0.21 -0.50 -0.56 -0.342
C 3.012450 -0.858898 0.944453 0.46 0.92 0.49 -0.318
C -1.281566 -1.141835 1.217023 0.36 -0.15 0.23 -1.192
```
Positions in Å, forces in eV/Å.

total charge: -1
max |F|: 0.02352 hartree/bohr
HOMO energy: -4.297 eV
E_LUMO: 3.65 eV

=====

Entry 6:
Here is a cluster of 2 separate species, C9H11O3 in total at a distorted geometry from the OMol25 dataset. Energies are from wB97M-V/def2-TZVPD.

XYZ file:
```
23
Properties=species:S:1:pos:R:3:forces:R:3:mulliken_charge:R:1
C -2.323050 1.258605 -2.787182 -0.54 -1.59 0.86 -1.309
H 1.983968 -0.834656 0.920575 0.87 1.79 1.50 0.380
C -0.308539 -1.447874 -1.025095 -0.25 0.31 0.07 -0.326
H -0.290876 2.311705 -1.628525 -0.06 0.03 0.26 0.198
C 0.822284 -0.784721 3.368390 0.38 0.26 -0.20 -0.807
C -1.313988 0.480937 -1.944591 -0.78 1.20 -0.52 0.848
H 1.254413 -1.443333 4.118484 -0.29 -0.26 0.06 0.204
H -0.237546 -2.479220 -0.732114 -0.25 -0.46 -0.31 0.359
C 0.801457 0.698016 -0.751665 -0.89 -0.54 0.69 -0.455
O 1.671732 -1.344069 0.177257 -0.73 -1.62 -1.59 -0.620
H -1.965593 -1.591449 -2.328104 -0.57 0.35 0.08 0.316
C -1.337583 -0.892587 -1.791955 1.44 -0.38 0.40 -0.485
H 0.446474 -1.334427 2.511586 0.34 -0.19 -0.27 0.249
O 2.385967 0.394480 1.933662 0.09 -0.07 0.07 -0.748
C 0.716278 -0.676500 -0.499486 0.68 -0.02 0.02 0.259
H -2.170591 2.306625 -2.665275 0.48 0.79 -0.54 0.365
H -3.343094 1.130504 -2.404261 0.01 -0.34 -0.13 0.293
O 2.279492 0.872663 4.133234 0.40 0.52 0.19 -0.739
H -0.036900 -0.278082 3.778801 -0.21 0.25 0.46 0.247
H 1.615418 1.257331 -0.314454 0.02 0.11 -0.09 0.445
H -2.292156 0.866806 -3.802613 -0.09 0.54 -0.25 0.280
C -0.298747 1.255163 -1.378297 0.66 -0.09 -0.65 -0.554
C 1.941174 0.274086 3.111632 -0.70 -0.60 -0.09 0.599
```
Positions in Å, forces in eV/Å.

total charge: -1
max |F|: 0.04846 hartree/bohr
HOMO energy: -4.657 eV
E_LUMO: 3.22 eV

=====

Entry 7:
Here is a cluster of 2 separate species, C9H11O3 in total at a distorted geometry from the OMol25 dataset. Energies are from wB97M-V/def2-TZVPD.

XYZ file:
```
23
Properties=species:S:1:pos:R:3:forces:R:3:mulliken_charge:R:1
H 1.313638 -2.516841 -0.627416 -0.40 -0.66 0.05 0.237
H -3.656238 0.419423 3.546682 1.36 0.11 -0.60 0.269
C -1.714135 0.387909 2.237075 -1.04 0.39 1.93 1.065
C -0.869327 -0.362523 0.060296 -0.31 1.11 0.12 -0.370
H -1.006712 -1.156836 -0.679879 0.86 0.73 -0.13 0.503
H -1.941199 -1.656694 1.416934 0.57 2.87 -0.43 0.130
C 2.048512 -1.267474 -2.357065 -2.27 2.38 4.51 0.613
C -0.991130 1.609282 2.235411 -1.79 -2.19 -1.22 -0.768
C -0.365776 0.995445 -0.088956 -0.69 -0.48 -0.81 0.246
C -0.425525 1.882415 1.060457 1.33 0.62 -1.31 -0.518
H 1.838412 -0.892471 -0.085133 -0.37 -0.05 -0.59 0.228
H -1.177424 2.268073 3.022693 0.35 1.17 1.06 0.448
H 2.976612 -1.992273 -0.667256 1.39 -1.00 0.60 0.377
C -1.534833 -0.538324 1.230422 -1.02 -4.48 0.29 -0.209
O 1.608058 -0.054672 -2.428046 -0.42 1.51 -1.08 -0.736
O 2.444027 -1.977349 -3.209819 0.96 -1.60 -1.93 -0.596
H 0.082494 2.804528 0.915310 0.26 0.75 -0.29 0.434
C -2.590103 0.048123 3.453326 1.22 2.74 0.17 -1.173
H -1.943391 0.535065 4.267413 -1.42 -1.20 -0.43 0.327
H -2.658535 -0.990506 3.482156 0.07 -1.81 0.65 0.366
H 0.773803 1.004422 -1.748077 -0.22 -1.73 -0.51 0.548
O -0.029292 1.515770 -1.225695 1.18 0.03 0.97 -0.493
C 1.978353 -1.704167 -0.820122 0.40 0.79 -1.04 -0.928
```
Positions in Å, forces in eV/Å.

2S+1: 2
total charge: 0
max |F|: 0.10857 hartree/bohr
HOMO energy (spin up / spin down): -8.330 / -8.198 eV
⟨S²⟩: 0.772
E_LUMO (spin up / spin down): -0.47 / -3.87 eV

=====

Entry 8:
Here is an isolated molecule of C9H11PS at a distorted geometry from the OMol25 dataset. Energies are from wB97M-V/def2-TZVPD.

XYZ file:
```
22
Properties=species:S:1:pos:R:3:forces:R:3:mulliken_charge:R:1
C -0.656028 1.115200 -1.140378 1.94 -0.25 0.25 -0.897
H -1.619112 1.298918 -1.411458 -2.69 0.55 -0.75 0.532
C -0.190759 -0.301496 -0.929201 0.71 -0.20 0.29 0.697
C 1.075547 -1.086089 1.057405 1.33 0.39 0.10 -0.222
H 0.501374 -2.906410 2.063458 -0.17 0.37 -2.17 0.246
P 1.885005 1.411840 -0.318735 -1.25 0.08 0.17 -0.032
H 1.860736 -1.135410 1.799648 0.29 0.93 -0.01 0.350
H 0.291772 -0.504216 -1.885788 0.20 -0.47 -0.26 0.195
C -1.146041 -1.483772 -0.712775 -1.08 0.46 -0.01 -0.294
H 1.356105 3.569960 0.542424 0.31 -0.51 1.04 0.271
C 0.960451 -0.195366 0.078412 -0.25 1.44 -0.07 -0.273
H -1.426442 -1.892505 -1.683062 -0.13 0.10 0.05 0.444
H -3.507218 -0.996663 -1.004815 -0.81 0.23 -1.28 0.133
C 0.337096 -2.296717 1.097277 -2.83 -2.31 0.27 -0.276
C 0.292690 2.039400 -1.087464 0.98 -1.14 0.64 -0.537
H 0.567929 2.209187 1.499198 0.27 0.64 0.20 0.303
H 2.326114 2.600798 1.869860 -0.79 0.44 -0.66 0.306
C -0.638255 -2.570967 0.157993 3.09 2.63 1.85 -0.790
C 1.509378 2.618538 1.105627 0.61 -1.15 -0.19 -0.906
H 0.216319 3.099953 -1.208283 -0.41 0.31 -0.41 0.446
H -1.113786 -3.454913 -0.004270 -1.27 -2.51 0.31 0.483
S -2.882875 -1.139266 0.114927 1.93 -0.04 0.64 -0.182
```
Positions in Å, forces in eV/Å.

total charge: 0
SMILES string: CP1C=C[C@H]2C1=CC=C[C@H]2S
max |F|: 0.08666 hartree/bohr
HOMO energy: -7.968 eV
E_LUMO: 0.27 eV

=====

max |F| of number 1 (C9H11NO)?
0.10625 hartree/bohr